C16H27ClN4O2 | the ωB97M-V functional and the def2-TZVPD basis

Structure (ORCA input):
```
! wB97M-V def2-TZVPD RIJCOSX def2/J DEFGRID3
* xyz 0 1
Cl 4.53925 -0.46073 2.95986
C 2.94027 -0.94435 2.29412
C 2.84919 -2.25303 1.59673
N 1.71637 -2.74646 1.04640
C 0.65132 -1.87365 1.22608
C -0.67327 -2.27672 0.64297
C -1.85035 -1.45686 0.79489
C -1.75985 -0.16173 1.53853
C -0.49048 0.24010 2.08547
C 0.74864 -0.59915 1.94782
N 1.91813 -0.09386 2.50041
H 3.77380 -2.88079 1.52007
H -0.75227 -3.23750 0.06948
H -2.79659 -1.80827 0.31921
H -2.66331 0.48245 1.64914
H -0.40031 1.21739 2.62314
C -6.76954 -3.10007 -3.96953
O -6.70759 -3.52159 -2.61736
C -5.56377 -4.29661 -2.29052
C -4.30223 -3.46871 -1.98257
C -3.61719 -2.91623 -3.22868
N -4.59476 -2.35750 -1.06859
H -6.35269 -3.84575 -4.65205
H -6.25737 -2.14387 -4.09414
H -7.81950 -2.94619 -4.22478
H -5.83361 -4.84587 -1.38313
H -5.37140 -5.05046 -3.06369
H -3.58635 -4.13643 -1.49150
H -4.15134 -2.06770 -3.65865
H -2.61124 -2.56721 -2.98465
H -3.52265 -3.68609 -3.99872
H -4.96548 -2.73928 -0.20009
H -5.38196 -1.84198 -1.45976
C 3.46671 2.73272 1.08115
O 4.44418 3.23583 0.18480
C 4.51150 4.65186 0.11721
C 5.34938 5.30257 1.23434
C 4.62893 5.36408 2.57761
N 6.63453 4.61807 1.41512
H 2.57387 3.36369 1.11326
H 3.89038 2.62259 2.08106
H 3.17507 1.73904 0.73739
H 4.99646 4.87533 -0.83836
H 3.50535 5.08643 0.06363
H 5.55156 6.33488 0.93019
H 4.59138 4.39495 3.07725
H 5.14545 6.04960 3.25304
H 3.60448 5.72651 2.45777
H 7.15350 4.66154 0.54077
H 6.43540 3.62500 1.52780
*
```

## Properties
LUMO level: -0.6 eV
strongest force on any atom: 3.50 eV/Å
relative energy (zero: lowest compared OMol25 entry of this formula, charge and spin): 0.00 kJ/mol
energy: -1455.47390 a.u.
Kohn-Sham gap: 8.375 eV
SMILES: Clc1cnc2ccccc2n1.COC[C@@H](C)N.COC[C@@H](C)N